# 1
Computed, not measured: 9 unconnected molecules or ions with the total composition C50H79F3N14O5S, with ωB97M-V/def2-TZVPD.

Gap between HOMO and LUMO in Eh: 0.309
Total energy in a.u.: -3793.089928
Spin multiplicity: 1
Net charge: 0

Positions of all 152 atoms, in Å:
C (0.74412, 1.25806, 2.03130)
C (1.34501, 2.02960, 0.85737)
N (2.52611, 1.36102, 0.27627)
C (2.32472, 0.37262, -0.73739)
C (1.81828, 0.63535, -2.02222)
C (1.36844, 2.02774, -2.40806)
C (-0.17733, 2.32799, -2.44344)
N (-0.65191, 2.56380, -3.81156)
N (-1.04190, 1.31774, -1.83757)
N (-0.40825, 3.58952, -1.71829)
C (1.75194, -0.37725, -2.99138)
N (1.30224, -0.06117, -4.29980)
C (0.16113, -0.37900, -4.61428)
O (-0.89543, -0.74960, -4.90003)
C (2.19472, -1.68202, -2.69201)
S (2.19535, -2.98163, -3.88404)
O (1.32893, -2.73960, -5.00297)
O (1.95621, -4.26685, -3.30797)
C (3.90473, -3.06175, -4.63066)
F (3.77497, -3.47051, -5.88635)
F (4.67264, -3.92934, -4.00879)
F (4.47980, -1.85918, -4.64953)
C (2.67169, -1.93373, -1.41062)
C (2.71924, -0.94278, -0.44856)
C (3.25595, -1.53797, 0.83250)
O (3.71881, -1.00554, 1.78865)
N (3.18763, -2.96580, 0.64764)
C (1.94820, -3.70617, 1.01554)
C (1.39085, -3.42852, 2.40705)
C (0.65795, -4.66674, 2.92778)
C (0.32286, -2.31267, 2.26784)
C (3.28757, -3.17554, -0.76927)
O (3.79538, -4.12698, -1.26324)
H (-0.07652, 0.60591, 1.73965)
H (1.53191, 0.72157, 2.57148)
H (0.37763, 1.99519, 2.74585)
H (1.72427, 2.95370, 1.29270)
H (0.60087, 2.33819, 0.12683)
H (3.07139, 2.09599, -0.16464)
H (1.80121, 2.28336, -3.37419)
H (1.77574, 2.70905, -1.67073)
H (-1.47659, 1.98658, -3.97373)
H (0.05310, 2.27554, -4.47842)
H (-0.93486, 0.39959, -2.25500)
H (-0.86278, 1.20147, -0.84572)
H (-0.93349, 4.20588, -2.32394)
H (-0.98323, 3.41810, -0.90253)
H (2.22228, -4.76009, 0.96060)
H (1.13108, -3.56537, 0.29546)
H (2.15239, -3.07320, 3.09983)
H (-0.13661, -4.89046, 2.21375)
H (1.31312, -5.52266, 3.07383)
H (0.14061, -4.40022, 3.84907)
H (0.31248, -1.64366, 3.11854)
H (0.55646, -1.70311, 1.39269)
H (-0.65280, -2.75668, 2.07186)
C (4.29547, -2.02051, 6.16424)
C (4.01205, -0.70493, 6.88207)
C (2.52337, -0.34446, 6.89022)
C (2.01583, -0.11971, 5.54062)
N (1.62410, 0.02959, 4.47088)
H (4.01503, -1.96994, 5.11016)
H (5.35821, -2.25859, 6.21085)
H (3.74445, -2.84324, 6.62589)
H (4.58813, 0.09634, 6.41431)
H (4.34824, -0.77737, 7.91548)
H (2.36914, 0.55910, 7.47922)
H (1.94470, -1.13540, 7.36777)
C (-0.76448, 0.83842, 10.06698)
C (-0.03392, 1.22192, 11.35019)
C (1.36432, 1.79434, 11.09133)
C (2.24641, 0.80929, 10.47248)
N (2.91916, 0.03239, 9.96095)
H (-0.23717, 0.05096, 9.52451)
H (-1.76379, 0.46820, 10.29421)
H (-0.86774, 1.69818, 9.40262)
H (0.03843, 0.35073, 12.00426)
H (-0.61736, 1.97251, 11.88577)
H (1.81086, 2.12165, 12.03164)
H (1.29926, 2.67461, 10.44943)
C (-5.22572, 4.31184, -4.76414)
C (-4.64692, 3.91586, -6.11579)
C (-4.69172, 2.40111, -6.34706)
C (-3.86846, 1.68152, -5.37994)
N (-3.23977, 1.12909, -4.59414)
H (-4.64540, 3.88197, -3.94475)
H (-5.20897, 5.39222, -4.64548)
H (-6.25743, 3.97873, -4.66625)
H (-3.62040, 4.27929, -6.19410)
H (-5.21544, 4.40277, -6.91184)
H (-4.33814, 2.16634, -7.35265)
H (-5.71983, 2.04046, -6.28124)
C (-4.94514, 9.93947, -4.81413)
C (-4.37298, 9.56208, -6.17562)
C (-4.40306, 8.05276, -6.43673)
C (-3.56072, 7.31258, -5.49998)
N (-2.90272, 6.73757, -4.75568)
H (-4.36077, 9.50270, -4.00306)
H (-4.93491, 11.02138, -4.68399)
H (-5.97703, 9.59783, -4.71417)
H (-3.34936, 9.93125, -6.25745)
H (-4.95206, 10.05675, -6.95729)
H (-4.05672, 7.84786, -7.45121)
H (-5.42766, 7.67995, -6.37078)
C (-1.40339, -5.10134, -3.19974)
C (-1.42086, -6.60777, -2.97647)
C (-2.79386, -7.23706, -3.23570)
C (-3.81169, -6.75225, -2.30474)
N (-4.60957, -6.36391, -1.57634)
H (-2.07924, -4.58723, -2.51332)
H (-0.40044, -4.70751, -3.04924)
H (-1.70194, -4.85475, -4.22091)
H (-1.09836, -6.83052, -1.95759)
H (-0.69645, -7.07444, -3.64604)
H (-2.72554, -8.32198, -3.13837)
H (-3.11398, -7.03068, -4.25847)
C (7.30598, -2.27318, -6.54564)
C (6.72479, -2.56865, -7.92317)
C (7.73063, -2.34653, -9.05736)
C (8.14782, -0.94934, -9.16338)
N (8.47895, 0.14728, -9.23684)
H (7.60140, -1.22691, -6.45378)
H (6.56743, -2.47783, -5.77483)
H (8.18155, -2.89447, -6.34743)
H (5.84006, -1.95068, -8.08607)
H (6.39452, -3.60839, -7.95591)
H (7.28541, -2.64800, -10.00690)
H (8.61076, -2.97428, -8.90737)
C (-6.16772, 1.83734, -1.21919)
C (-6.44783, 3.12035, -0.44444)
C (-7.84674, 3.68971, -0.71220)
C (-8.01261, 4.08875, -2.10732)
N (-8.13720, 4.37425, -3.21200)
H (-6.19731, 2.00853, -2.29652)
H (-5.17804, 1.45274, -0.97530)
H (-6.89930, 1.06445, -0.97544)
H (-5.69162, 3.86752, -0.69211)
H (-6.35863, 2.92061, 0.62484)
H (-8.01778, 4.56037, -0.07692)
H (-8.61097, 2.95480, -0.45369)
C (1.96524, -3.08341, 10.65913)
C (0.58524, -3.72665, 10.74598)
C (0.12223, -4.31923, 9.41141)
C (-0.04094, -3.28915, 8.38808)
N (-0.15528, -2.47602, 7.58533)
H (1.97303, -2.24615, 9.96359)
H (2.26849, -2.70230, 11.63405)
H (2.71473, -3.80696, 10.33189)
H (-0.14141, -2.98983, 11.09508)
H (0.60632, -4.52581, 11.48910)
H (-0.83184, -4.83190, 9.54455)
H (0.83627, -5.06687, 9.06196)


# 2
Computed, not measured: C5H8O2 in the gas phase, with ωB97M-V/def2-TZVPD.

Gap between HOMO and LUMO in Eh: 0.384
Total energy in a.u.: -345.685179
Spin multiplicity: 1
Net charge: 0
ΔE to the lowest compared entry with this formula, charge and spin in eV: 3.2593

Positions of all 15 atoms, in Å:
O (2.20023, 0.58129, -1.07268)
C (1.65405, 0.63456, 0.19364)
C (0.02295, 1.27433, -0.05191)
C (-0.25893, -0.17105, 0.26763)
C (-0.96556, -1.21165, -0.52460)
C (-1.39470, -0.86978, 0.89351)
O (1.03297, -0.49866, 0.72478)
H (1.45409, 0.87204, -1.60195)
H (2.54058, 0.78235, 0.86170)
H (-0.41788, 1.56463, -1.04637)
H (-0.40925, 1.99647, 0.65053)
H (-1.61063, -0.93229, -1.35239)
H (-0.40176, -2.13024, -0.66199)
H (-2.32440, -0.32935, 1.03712)
H (-1.12174, -1.56264, 1.68298)


# 3
Computed, not measured: a molecular structure, C33H35N4O3PSSeTi, with ωB97M-V/def2-TZVPD.

Gap between HOMO and LUMO (alpha / beta) in Eh: 0.175 / 0.175
Total energy in a.u.: -5713.640058
Spin multiplicity: 1
Net charge: -2
ΔE to the lowest compared entry with this formula, charge and spin in eV: 2.3279

Positions of all 79 atoms, in Å:
Ti (-1.17759, 0.70485, 2.06931)
O (1.04259, -2.96417, 0.69075)
C (2.19679, -2.83059, 1.31476)
C (3.15288, -3.83005, 1.15987)
C (4.39440, -3.71913, 1.76928)
C (4.68758, -2.60012, 2.59303)
C (3.79966, -1.54606, 2.68930)
C (2.52105, -1.65657, 2.08681)
C (1.45992, -0.65593, 2.19956)
O (0.37535, -0.80036, 1.45424)
N (1.49034, 0.25095, 3.09827)
N (0.52634, 1.20922, 3.02425)
C (0.06146, 1.69635, 4.26141)
C (-0.39507, 0.88309, 5.31595)
C (-0.05702, 1.18456, 6.65320)
C (-0.60818, 0.45866, 7.71805)
C (-1.43386, -0.67344, 7.41791)
C (-1.81169, -0.91920, 6.11469)
C (-1.33124, -0.16577, 5.05937)
O (-1.51792, -0.49112, 3.77592)
H (0.55834, -2.06839, 0.92734)
H (2.91251, -4.72596, 0.61269)
H (5.15685, -4.49017, 1.70632)
H (5.66597, -2.59970, 3.01696)
H (3.97954, -0.61049, 3.33866)
H (0.33376, 2.69815, 4.48657)
H (0.67048, 1.97240, 6.83015)
H (-0.28175, 0.53130, 8.74639)
H (-1.85896, -1.40094, 8.14246)
H (-2.48235, -1.77182, 5.88532)
Se (-3.31353, -0.90149, 1.45384)
C (-3.63264, -1.16796, -0.41231)
C (-4.42537, -0.30370, -1.16622)
C (-4.74266, -0.69464, -2.50236)
N (-4.03993, -1.67907, -3.11940)
C (-3.26502, -2.43105, -2.39235)
C (-3.00428, -2.22190, -1.03284)
H (-4.82088, 0.58929, -0.77543)
H (-5.42507, -0.14628, -3.14271)
H (-2.74834, -3.25842, -2.90850)
H (-2.26415, -2.88596, -0.53600)
C (2.19828, -2.54756, -5.32295)
P (0.65651, -1.50481, -5.28348)
C (0.84053, -0.40691, -6.75860)
C (-0.54116, -2.68635, -6.04001)
H (2.36687, -2.83076, -6.35872)
H (2.14437, -3.41865, -4.68271)
H (3.02417, -1.91272, -4.90803)
H (1.89852, -0.13135, -6.95646)
H (0.31717, 0.54362, -6.51613)
H (0.33379, -0.80599, -7.67460)
H (-0.07590, -3.20742, -6.87813)
H (-1.43123, -2.07036, -6.39472)
H (-0.79754, -3.45790, -5.27362)
S (-4.96943, 3.20028, 2.69292)
C (-3.60813, 2.47472, 2.73714)
N (-2.62982, 1.81308, 2.85615)
C (-1.78927, 2.75797, -1.42276)
C (-0.58944, 2.75779, -0.44753)
C (-0.69080, 4.05972, 0.39391)
C (-0.81408, 1.54363, 0.35643)
C (0.75714, 2.68823, -1.13659)
C (0.99727, 1.46598, -1.82689)
C (2.01453, 1.41316, -2.72472)
C (2.95276, 2.46734, -2.76449)
C (2.85493, 3.55874, -1.92805)
C (1.71630, 3.69048, -1.13281)
H (-2.63694, 3.11195, -0.88589)
H (-1.99538, 1.85458, -1.89624)
H (-1.69504, 3.51556, -2.18442)
H (-1.68688, 4.25427, 0.71882)
H (-0.48730, 4.89828, -0.24863)
H (0.04131, 4.04466, 1.23676)
H (-0.68115, 0.63855, -0.27533)
H (0.41933, 0.57948, -1.55060)
H (2.16882, 0.60347, -3.41871)
H (3.77098, 2.31248, -3.45131)
H (3.72551, 4.21046, -1.81650)
H (1.57208, 4.55395, -0.45699)


# 4
Computed, not measured: a molecular structure, C12H30BrMnN2O4, with ωB97M-V/def2-TZVPD.

Gap between HOMO and LUMO (alpha / beta) in Eh: 0.101 / 0.101
Total energy in a.u.: -4610.261859
Spin multiplicity: 6
Net charge: +1
ΔE to the lowest compared entry with this formula, charge and spin in eV: 5.6417

Positions of all 50 atoms, in Å:
Mn (2.78864, 1.90061, 2.15821)
Br (1.79526, 1.74274, -0.11760)
C (1.44037, -2.68665, 6.72202)
O (0.67930, -3.07028, 5.59569)
C (-0.32097, -3.99607, 5.93016)
C (-0.85170, -4.70148, 4.68019)
N (-1.32067, -3.70192, 3.71989)
C (-1.55784, -4.20005, 2.35829)
C (-1.68399, -3.05655, 1.37588)
O (-0.54677, -2.23788, 1.50478)
C (-0.42242, -1.26624, 0.51980)
H (1.48289, -3.45971, 7.49045)
H (1.01257, -1.78013, 7.16711)
H (2.44758, -2.44838, 6.37953)
H (-1.16123, -3.53230, 6.46274)
H (0.07990, -4.77082, 6.59625)
H (-1.66210, -5.38987, 4.95340)
H (-0.05221, -5.31726, 4.26551)
H (-2.22386, -3.38373, 4.05708)
H (-2.50277, -4.76118, 2.36857)
H (-0.76617, -4.87370, 2.02962)
H (-2.60726, -2.49330, 1.59266)
H (-1.85892, -3.39832, 0.34900)
H (0.06957, -0.36404, 0.88682)
H (-1.37909, -0.90826, 0.11130)
H (0.13743, -1.59627, -0.36814)
C (-3.32958, 5.45447, -2.01818)
O (-1.99658, 5.51803, -2.50805)
C (-1.27225, 4.34856, -2.31959)
C (0.00586, 4.38236, -3.19989)
N (0.55317, 3.05084, -3.32966)
C (1.57692, 2.93286, -4.35956)
C (1.99302, 1.48349, -4.54950)
O (2.68802, 1.42215, -5.77486)
C (3.29226, 0.15728, -5.97189)
H (-3.32758, 5.35093, -0.92880)
H (-3.86688, 4.67335, -2.55482)
H (-3.75583, 6.43622, -2.21825)
H (-1.79193, 3.44729, -2.67741)
H (-0.99653, 4.21314, -1.26685)
H (0.66825, 5.07698, -2.65894)
H (-0.24570, 4.81749, -4.16346)
H (1.00127, 2.80385, -2.45319)
H (2.48369, 3.52337, -4.16372)
H (1.22634, 3.29365, -5.32744)
H (1.13182, 0.80043, -4.56672)
H (2.61130, 1.11637, -3.71353)
H (3.96626, 0.18228, -6.82297)
H (2.50934, -0.58753, -6.15594)
H (3.85981, -0.14682, -5.08599)


Here are the calculated max |F| numbers, same order: 2.5; 1.6; 4.5; 2.4 (eV Å⁻¹).